Computed, not measured: a 10-piece molecular cluster, C38H94N2O10 overall in a non-equilibrium geometry, with ωB97M-V with the def2-TZVPD basis set.

Each atom is followed by the atoms it is bonded to, with distances in Å.
Element x y z (Å)
1 C 1.466 -5.517 1.705  C2 1.523, H12 1.063, H13 1.120, H14 1.073
2 C 1.988 -4.168 1.228  C1 1.523, C3 1.573, C4 1.507, N10 1.462
3 C 1.180 -3.803 -0.071  C2 1.573, H15 1.064, H16 1.099, H17 1.114
4 C 1.634 -3.177 2.307  C2 1.507, C5 1.558, H18 1.098, H19 1.068
5 C 2.398 -1.862 1.964  C4 1.558, C6 1.538, H20 1.109, H21 1.048
6 C 3.919 -2.033 2.116  C5 1.538, C7 1.528, H22 1.187, H23 1.085
7 C 4.372 -3.107 1.128  C6 1.528, C8 1.533, C9 1.517, N10 1.457
8 C 4.478 -2.555 -0.298  C7 1.533, H24 1.096, H25 1.093, H26 1.090
9 C 5.747 -3.597 1.539  C7 1.517, H27 1.138, H28 1.121, H29 1.058
10 N 3.449 -4.231 1.220  C2 1.462, C7 1.457, O11 1.441
11 O 3.867 -5.111 0.158  N10 1.441, H30 0.938
12 H 1.771 -5.780 2.689  C1 1.063
13 H 0.359 -5.355 1.774  C1 1.120
14 H 1.761 -6.337 1.080  C1 1.073
15 H 0.156 -3.664 0.179  C3 1.064
16 H 1.509 -2.862 -0.533  C3 1.099
17 H 1.348 -4.539 -0.891  C3 1.114
18 H 0.558 -3.032 2.468  C4 1.098
19 H 1.889 -3.565 3.268  C4 1.068
20 H 2.102 -1.512 0.955  C5 1.109
21 H 2.136 -1.128 2.664  C5 1.048
22 H 4.324 -2.293 3.202  C6 1.187
23 H 4.335 -1.071 1.838  C6 1.085
24 H 5.472 -2.098 -0.375  C8 1.096
25 H 3.697 -1.841 -0.571  C8 1.093
26 H 4.454 -3.389 -0.999  C8 1.090
27 H 5.702 -4.413 2.332  C9 1.138
28 H 6.371 -2.774 1.976  C9 1.121
29 H 6.208 -4.093 0.726  C9 1.058
30 H 3.994 -5.968 0.516  O11 0.938
31 C 3.623 2.699 -1.863  C32 1.580, H42 1.079, H43 1.078, H44 1.074
32 C 2.946 3.786 -2.787  C31 1.580, C33 1.507, C34 1.569, N40 1.483
33 C 3.566 5.119 -2.458  C32 1.507, H45 1.095, H46 1.154, H47 1.112
34 C 3.290 3.540 -4.298  C32 1.569, C35 1.527, H48 1.079, H49 1.063
35 C 2.336 4.260 -5.250  C34 1.527, C36 1.565, H50 1.127, H51 1.094
36 C 0.832 4.002 -4.903  C35 1.565, C37 1.561, H52 1.087, H53 1.107
37 C 0.578 4.335 -3.400  C36 1.561, C38 1.553, C39 1.489, N40 1.476
38 C 0.653 5.876 -3.214  C37 1.553, H54 1.114, H55 1.125, H56 1.073
39 C -0.795 3.804 -3.176  C37 1.489, H57 1.112, H58 1.079, H59 1.100
40 N 1.500 3.584 -2.525  C32 1.483, C37 1.476, O41 1.453
41 O 1.202 4.092 -1.197  N40 1.453, H60 0.960
42 H 4.681 2.727 -2.074  C31 1.079
43 H 3.388 2.891 -0.829  C31 1.078
44 H 3.249 1.745 -2.188  C31 1.074
45 H 4.661 5.108 -2.500  C33 1.095
46 H 3.221 6.020 -3.091  C33 1.154
47 H 3.329 5.382 -1.404  C33 1.112
48 H 4.301 3.866 -4.485  C34 1.079
49 H 3.204 2.501 -4.507  C34 1.063
50 H 2.478 5.375 -5.170  C35 1.127
51 H 2.492 3.949 -6.287  C35 1.094
52 H 0.531 2.971 -5.076  C36 1.087
53 H 0.107 4.554 -5.531  C36 1.107
54 H 0.611 6.177 -2.143  C38 1.114
55 H -0.319 6.317 -3.569  C38 1.125
56 H 1.431 6.364 -3.768  C38 1.073
57 H -1.076 3.913 -2.106  C39 1.112
58 H -0.847 2.730 -3.274  C39 1.079
59 H -1.661 4.180 -3.739  C39 1.100
60 H 1.267 3.250 -0.740  O41 0.960
61 C -6.501 1.655 1.593  C62 1.530, H65 1.093, H66 1.092, H67 1.075
62 C -5.771 2.976 1.341  C61 1.530, C63 1.549, O64 1.427, H68 1.098
63 C -5.010 3.522 2.575  C62 1.549, H69 1.131, H70 1.077, H71 1.067
64 O -4.767 2.839 0.336  C62 1.427, H72 0.945
65 H -5.732 0.879 1.650  C61 1.093
66 H -7.242 1.375 0.842  C61 1.092
67 H -7.006 1.811 2.530  C61 1.075
68 H -6.486 3.731 0.990  C62 1.098
69 H -4.477 2.744 3.199  C63 1.131
70 H -5.663 3.981 3.299  C63 1.077
71 H -4.223 4.160 2.242  C63 1.067
72 H -5.248 2.477 -0.393  O64 0.945
73 C -2.529 -6.525 -2.262  C74 1.493, H77 1.066, H78 1.092, H79 1.074
74 C -1.879 -5.246 -1.846  C73 1.493, C75 1.508, O76 1.406, H80 1.138
75 C -0.953 -4.708 -2.906  C74 1.508, H81 1.105, H82 1.079, H83 1.108
76 O -2.758 -4.215 -1.472  C74 1.406, H84 0.926
77 H -1.949 -7.110 -2.938  C73 1.066
78 H -3.450 -6.323 -2.814  C73 1.092
79 H -2.867 -7.178 -1.479  C73 1.074
80 H -1.170 -5.427 -0.974  C74 1.138
81 H -0.110 -5.420 -2.967  C75 1.105
82 H -0.768 -3.661 -2.721  C75 1.079
83 H -1.423 -4.711 -3.910  C75 1.108
84 H -2.961 -4.209 -0.569  O76 0.926
85 C 0.492 4.337 2.619  C86 1.518, H89 1.104, H90 1.063, H91 1.097
86 C -0.380 3.110 2.424  C85 1.518, C87 1.550, O88 1.387, H92 1.088
87 C -1.326 3.276 1.208  C86 1.550, H93 1.058, H94 1.115, H95 1.054
88 O 0.379 1.957 2.287  C86 1.387, H96 0.988
89 H 1.114 4.460 1.715  C85 1.104
90 H 1.105 4.294 3.487  C85 1.063
91 H -0.138 5.230 2.708  C85 1.097
92 H -1.018 2.934 3.288  C86 1.088
93 H -0.735 3.476 0.354  C87 1.058
94 H -2.011 4.155 1.183  C87 1.115
95 H -1.945 2.435 1.064  C87 1.054
96 H -0.154 1.262 2.744  O88 0.988
97 C 0.577 -0.092 -2.967  C98 1.507, H101 1.094, H102 1.129, H103 1.065
98 C 0.229 -0.367 -1.526  C97 1.507, C99 1.460, O100 1.411, H104 1.133
99 C -0.383 0.843 -0.984  C98 1.460, H105 1.109, H106 1.072, H107 1.061
100 O -0.521 -1.558 -1.432  C98 1.411, H108 0.948
101 H -0.369 -0.254 -3.494  C97 1.094
102 H 1.327 -0.824 -3.388  C97 1.129
103 H 1.094 0.824 -3.133  C97 1.065
104 H 1.216 -0.519 -0.990  C98 1.133
105 H -0.450 0.849 0.123  C99 1.109
106 H -1.390 1.050 -1.289  C99 1.072
107 H 0.309 1.627 -1.167  C99 1.061
108 H -1.188 -1.469 -2.100  O100 0.948
109 C -1.015 0.758 6.043  C110 1.515, H113 1.109, H114 1.105, H115 1.086
110 C -0.640 -0.263 4.988  C109 1.515, C111 1.540, O112 1.490, H116 1.045
111 C -1.093 -1.711 5.253  C110 1.540, H117 1.113, H118 1.104, H119 1.095
112 O -1.256 0.287 3.748  C110 1.490, H120 0.964
113 H -0.925 1.816 5.723  C109 1.109
114 H -0.300 0.673 6.882  C109 1.105
115 H -2.037 0.695 6.406  C109 1.086
116 H 0.398 -0.228 4.876  C110 1.045
117 H -2.164 -1.795 5.545  C111 1.113
118 H -0.491 -2.067 6.107  C111 1.104
119 H -0.935 -2.393 4.411  C111 1.095
120 H -1.520 -0.399 3.125  O112 0.964
121 C -3.446 -3.078 1.965  C122 1.509, H125 1.101, H126 1.110, H127 1.067
122 C -2.904 -1.908 1.181  C121 1.509, C123 1.516, O124 1.389, H128 1.123
123 C -3.700 -0.621 1.274  C122 1.516, H129 1.139, H130 1.090, H131 1.139
124 O -1.603 -1.776 1.650  C122 1.389, H132 0.975
125 H -3.651 -2.819 3.016  C121 1.101
126 H -2.585 -3.773 1.886  C121 1.110
127 H -4.348 -3.557 1.654  C121 1.067
128 H -2.944 -2.185 0.093  C122 1.123
129 H -3.448 0.049 0.389  C123 1.139
130 H -3.670 -0.200 2.280  C123 1.090
131 H -4.786 -0.954 1.200  C123 1.139
132 H -1.074 -1.377 0.935  O124 0.975
133 C 3.536 1.638 1.624  O134 1.436, H135 1.134, H136 1.092, H137 1.085
134 O 2.608 1.101 0.669  C133 1.436, H138 1.006
135 H 3.614 0.913 2.492  C133 1.134
136 H 4.504 1.684 1.122  C133 1.092
137 H 3.236 2.612 1.995  C133 1.085
138 H 1.701 1.417 0.969  O134 1.006
139 C -3.639 -1.806 -4.256  O140 1.464, H141 1.091, H142 1.081, H143 1.074
140 O -3.383 -1.470 -2.855  C139 1.464, H144 0.954
141 H -4.585 -1.353 -4.555  C139 1.091
142 H -2.882 -1.392 -4.907  C139 1.081
143 H -3.576 -2.877 -4.297  C139 1.074
144 H -3.314 -2.333 -2.454  O140 0.954

## Properties
HOMO energy ... -0.30227 Ha
F_max ... 0.0616 hartree/bohr
LUMO energy ... 0.0212 Ha
SMILES ... CC1(C)CCCC(C)(C)N1O.CC1(C)CCCC(C)(C)N1O.CC(C)O.CC(C)O.CC(C)O.CC(C)O.CC(C)O.CC(C)O.CO.CO
Total charge ... 0

Here are the Löwdin charges for atoms 1 to 99, given in e:
1 C -0.0343
2 C -0.5107
3 C -0.0097
4 C -0.1337
5 C -0.1534
6 C -0.1230
7 C -0.5506
8 C -0.0152
9 C -0.0539
10 N -0.0568
11 O -0.0304
12 H 0.0695
13 H 0.0991
14 H 0.0706
15 H 0.0533
16 H 0.0599
17 H 0.0931
18 H 0.1011
19 H 0.1075
20 H 0.0930
21 H 0.0766
22 H 0.1631
23 H 0.0907
24 H 0.0884
25 H 0.0732
26 H 0.0801
27 H 0.1065
28 H 0.0991
29 H 0.0562
30 H 0.0807
31 C -0.0084
32 C -0.4885
33 C -0.0583
34 C -0.1243
35 C -0.1664
36 C -0.1216
37 C -0.5208
38 C -0.0269
39 C -0.0640
40 N -0.0477
41 O -0.0545
42 H 0.0829
43 H 0.0536
44 H 0.0706
45 H 0.0847
46 H 0.0932
47 H 0.0902
48 H 0.1134
49 H 0.1010
50 H 0.1058
51 H 0.1053
52 H 0.1050
53 H 0.1257
54 H 0.0953
55 H 0.0969
56 H 0.0422
57 H 0.0868
58 H 0.0639
59 H 0.0971
60 H 0.0537
61 C -0.0453
62 C -0.4674
63 C -0.0451
64 O -0.0603
65 H 0.0439
66 H 0.0803
67 H 0.0735
68 H 0.1310
69 H 0.0959
70 H 0.0667
71 H 0.0501
72 H 0.0716
73 C -0.0534
74 C -0.5013
75 C -0.0546
76 O -0.0301
77 H 0.0711
78 H 0.0874
79 H 0.0714
80 H 0.1442
81 H 0.0962
82 H 0.0592
83 H 0.0862
84 H 0.0434
85 C -0.0353
86 C -0.4831
87 C -0.0321
88 O -0.0772
89 H 0.0810
90 H 0.0637
91 H 0.0862
92 H 0.1229
93 H 0.0360
94 H 0.0926
95 H 0.0487
96 H 0.0677
97 C -0.0371
98 C -0.5036
99 C -0.0593